(1)
DFT (ωB97M-V with the def2-TZVPD basis set) results for a structure of composition C3H3FO at a distorted geometry.

Results
Gap between HOMO and LUMO (alpha / beta), eV: 5.56 / 9.01
HOMO (alpha / beta), hartree: -0.316 / -0.383
Spin multiplicity: 1
DFT total energy, eV: -7917.6977
E_LUMO (alpha / beta), hartree: -0.11140 / -0.05237

The geometry in XYZ format:
```
8
Properties=species:S:1:pos:R:3:forces:R:3
C -0.2165 -0.3938 -0.1721 1.5471 -1.0365 1.5944
C 0.7825 -0.0810 0.7447 -0.2981 0.1287 0.7579
C -0.1063 0.9066 -0.6194 -0.0784 1.5018 0.2829
O 0.7621 1.3456 0.3536 0.3134 -0.7082 -0.1533
F -2.8098 0.2460 0.3301 0.9074 0.1880 -0.2977
H -0.6463 -1.3459 -0.2820 -0.8806 -0.4894 -0.8938
H 1.3948 -0.5179 1.6025 -0.9885 0.9394 -1.4827
H -0.2557 1.5852 -1.4597 -0.5224 -0.5236 0.1922
```
Positions in Å, forces in eV/Å.

Here is what Löwdin gives for the atomic charges, in e: -0.0582, 0.0236, -0.0260, -0.0178, -0.3144, 0.0972, 0.1510, 0.1447

(2)
DFT (ωB97M-V with the def2-TZVPD basis set) results for an isolated molecule of C3H3FO at a distorted geometry.

Results
Gap between HOMO and LUMO, eV: 10.12
HOMO, hartree: -0.377
Spin multiplicity: 1
DFT total energy, eV: -7922.8400
E_LUMO, hartree: -0.00543
Structure (SMILES): C=C(F)C=O

The geometry in XYZ format:
```
8
Properties=species:S:1:pos:R:3:forces:R:3
C -0.6483 1.0559 0.0194 1.2975 -2.6143 -1.7350
C -0.4268 -0.2994 -0.1528 -1.4214 3.3932 1.6348
F -1.4674 -1.1676 -0.2140 0.8093 0.1027 -0.1807
C 0.9332 -0.8134 0.1417 0.1961 1.2454 -2.2496
O 1.9052 -0.2714 -0.3388 -0.2982 -0.1887 0.6446
H -1.5772 1.5370 -0.2492 -0.1927 -0.0912 0.5016
H 0.2773 1.6407 0.0764 -0.5616 -0.1073 0.1291
H 1.0040 -1.6817 0.7172 0.1712 -1.7397 1.2552
```
Positions in Å, forces in eV/Å.

Here is what Löwdin gives for the atomic charges, in e: 0.1256, -0.2797, 0.0405, -0.2057, 0.0700, 0.0680, 0.0750, 0.1063

(3)
DFT (ωB97M-V with the def2-TZVPD basis set) results for an isolated molecule of C3H3FO2 at a distorted geometry.

Results
Gap between HOMO and LUMO, eV: 11.55
HOMO, hartree: -0.397
Spin multiplicity: 1
DFT total energy, eV: -9969.3651
E_LUMO, hartree: 0.02723
Structure (SMILES): O=C(F)[C@@H]1CO1

The geometry in XYZ format:
```
9
Properties=species:S:1:pos:R:3:forces:R:3
O 0.8129 2.2980 1.0545 -0.5614 0.7685 -0.1246
C 0.5859 1.1790 0.8403 0.2420 -3.1047 -2.9019
F 1.0626 0.1979 1.6745 -0.5643 0.3928 -0.3788
C -0.0641 0.2748 -0.6044 -0.5524 2.3631 1.1476
C -0.5818 -1.0400 -0.2665 0.6382 1.9694 -2.9080
O 0.6110 -0.8571 -1.0111 1.3205 -0.0516 0.6277
H -0.5615 0.8036 -1.4858 0.9411 0.0721 1.7633
H -0.5501 -1.4119 0.6438 0.7709 -1.5568 4.3445
H -1.3148 -1.4443 -0.8454 -2.2346 -0.8529 -1.5700
```
Positions in Å, forces in eV/Å.

These are the Löwdin partial charges, in e, on atoms 1 to 8: 0.1748, -0.3020, 0.0599, -0.1413, -0.1083, -0.0029, 0.1638, 0.0673

(4)
DFT (ωB97M-V with the def2-TZVPD basis set) results for a cluster of 2 separate species, C3H3FO2 in total at a distorted geometry.

Results
Gap between HOMO and LUMO, eV: 10.58
HOMO, hartree: -0.363
Spin multiplicity: 1
DFT total energy, eV: -9968.7217
E_LUMO, hartree: 0.02539

The geometry in XYZ format:
```
9
Properties=species:S:1:pos:R:3:forces:R:3
C -1.4494 0.2316 0.1007 2.0002 0.9316 0.5396
C 2.4440 -0.5585 0.1434 0.0020 1.3203 0.1685
C -2.5851 -0.2911 -0.1434 -0.9253 -0.7424 -0.4941
O -0.3869 0.6113 0.3715 -0.1505 0.3074 0.0760
O 2.4603 0.7450 0.0835 2.0219 -0.5336 -0.4571
F 3.7217 -0.7626 -0.0058 1.2118 -1.7808 -0.3203
H -3.4066 0.1919 -0.5823 -0.8328 0.7668 -0.1515
H 1.6888 1.1628 0.3372 -3.1676 0.9095 0.5789
H -2.4868 -1.3304 -0.3048 -0.1598 -1.1787 0.0600
```
Positions in Å, forces in eV/Å.

These are the Löwdin partial charges, in e, on atoms 1 to 8: -0.2646, -0.1459, 0.0254, 0.1480, 0.0674, 0.0252, 0.0554, 0.0223

(5)
DFT (ωB97M-V with the def2-TZVPD basis set) results for a structure of composition C3H3FO3Tb at a distorted geometry.

Results
Gap between HOMO and LUMO (alpha / beta), eV: 4.41 / 8.99
Total charge: +2
HOMO (alpha / beta), hartree: -0.564 / -0.732
Spin multiplicity: 8
DFT total energy, eV: -34433.2552
E_LUMO (alpha / beta), hartree: -0.40166 / -0.40131

The geometry in XYZ format:
```
11
Properties=species:S:1:pos:R:3:forces:R:3
C -1.2193 0.8755 -0.1851 0.7835 1.7086 3.7803
C -1.1687 -0.5909 0.0001 1.3074 -0.7482 -0.2862
O 0.0299 -0.9802 0.7271 -0.6387 -0.6459 -0.6025
C 1.1687 -0.5824 0.1938 0.6082 3.5205 2.2663
O 2.2512 -0.7901 0.8253 -0.2853 -0.7680 -1.4315
O 1.1357 0.4275 -0.6303 -0.3790 -0.9709 -0.4738
Tb 3.5289 0.6335 -0.4064 -0.6670 -0.4455 0.3375
F -1.1374 1.6125 0.9362 -0.0885 -2.0809 -3.7115
H -1.4456 1.4161 -1.1025 -0.0625 0.1989 0.0466
H -1.1475 -1.0762 -0.9827 -0.3586 0.0738 0.1949
H -1.9959 -0.9453 0.6245 -0.2195 0.1574 -0.1204
```
Positions in Å, forces in eV/Å.

These are the Löwdin partial charges, in e, on atoms 1 to 8: 0.2389, -0.0190, 0.1155, -0.6819, -0.1131, -0.1616, 1.8512, 0.2162

(6)
DFT (ωB97M-V with the def2-TZVPD basis set) results for an isolated molecule of C3H3FOS at a distorted geometry.

Results
Gap between HOMO and LUMO, eV: 8.30
HOMO, hartree: -0.349
Spin multiplicity: 1
DFT total energy, eV: -18757.8490
E_LUMO, hartree: -0.04432
Structure (SMILES): O=C[C@@H](F)C=S

The geometry in XYZ format:
```
9
Properties=species:S:1:pos:R:3:forces:R:3
O 1.7309 -1.2675 -0.1993 -0.9810 1.5582 0.4498
C 1.0466 -0.3397 -0.5973 1.1763 -2.5463 -1.3126
C 0.1221 0.5141 0.1966 2.3028 2.8155 1.3339
F -0.1204 1.7385 -0.4399 -0.1564 -0.6834 -0.6637
C -1.0976 -0.1856 0.5312 -1.9630 -1.8148 1.6008
S -2.3294 -0.5426 -0.4536 0.6454 0.4510 0.2452
H 1.0228 -0.2056 -1.6827 -0.1813 0.6593 -0.3178
H 0.7556 0.8772 1.0580 -0.9635 -0.8909 -0.1844
H -1.1307 -0.5889 1.5870 0.1208 0.4514 -1.1513
```
Positions in Å, forces in eV/Å.

These are the Löwdin partial charges, in e, on atoms 1 to 8: 0.0711, -0.2017, -0.4114, -0.0240, -0.5979, 0.7604, 0.1383, 0.1769

(7)
DFT (ωB97M-V with the def2-TZVPD basis set) results for a structure of composition C3H3FeO2 at a distorted geometry.

Results
Gap between HOMO and LUMO (alpha / beta), eV: 6.58 / 7.06
HOMO (alpha / beta), hartree: -0.287 / -0.284
Spin multiplicity: 6
DFT total energy, eV: -41633.1905
E_LUMO (alpha / beta), hartree: -0.04531 / -0.02479

The geometry in XYZ format:
```
9
Properties=species:S:1:pos:R:3:forces:R:3
C -0.1331 -0.5668 1.7050 -1.4492 1.4507 -0.7038
C 0.7869 -0.0783 0.6986 2.5161 -1.1291 0.5481
H 1.3622 0.8027 1.0415 -0.2465 -0.1039 -0.2427
H -1.1159 -0.1022 1.5008 -0.2422 -0.9874 1.5582
H 1.5215 -0.8911 0.5185 0.0701 0.5104 -0.1811
O -1.5763 0.0657 -1.7842 0.2012 0.1199 0.3734
C -1.2482 -0.0300 -0.5853 -0.8695 0.0368 -1.0314
O 0.1619 0.2199 -0.5436 -0.0019 0.0868 -0.0132
Fe 0.2410 0.5801 -2.5514 0.0217 0.0158 -0.3075
```
Positions in Å, forces in eV/Å.

These are the Löwdin partial charges, in e, on atoms 1 to 8: 0.1409, -0.3580, 0.1164, 0.0038, 0.1157, -0.1659, -0.2583, -0.3011

(8)
DFT (ωB97M-V with the def2-TZVPD basis set) results for a structure of composition C3H3GdO at a distorted geometry.

Results
Gap between HOMO and LUMO (alpha / beta), eV: 6.23 / 6.79
HOMO (alpha / beta), hartree: -0.270 / -0.294
Spin multiplicity: 8
DFT total energy, eV: -26034.7346
E_LUMO (alpha / beta), hartree: -0.04115 / -0.04475

The geometry in XYZ format:
```
8
Properties=species:S:1:pos:R:3:forces:R:3
C 0.1057 0.8057 0.4001 0.7997 -1.9144 -0.4669
C -1.0571 0.2598 -0.4829 -0.1916 -0.0686 -0.4564
C -0.2955 -0.4945 0.5451 -1.1966 2.3962 0.8281
H -0.9967 -0.0665 -1.5326 0.3039 0.3002 0.2980
H -2.0284 0.7380 -0.2810 0.2387 -0.3362 0.0771
H -0.6052 -1.1930 1.3270 0.9248 -0.1267 -0.4856
O 2.3246 -1.0585 0.1136 0.3514 1.5466 -0.2207
Gd 2.5526 1.0090 -0.0892 -1.2302 -1.7971 0.4264
```
Positions in Å, forces in eV/Å.

Here is what Löwdin gives for the atomic charges, in e: -0.3385, -0.2767, -0.2086, 0.0605, 0.0646, 0.0884, -0.6937, 1.3040

(9)
DFT (ωB97M-V with the def2-TZVPD basis set) results for a structure of composition C3H3HgLiO2 at a distorted geometry.

Results
Gap between HOMO and LUMO (alpha / beta), eV: 3.66 / 8.45
Total charge: +1
HOMO (alpha / beta), hartree: -0.315 / -0.493
Spin multiplicity: 2
DFT total energy, eV: -11623.8877
E_LUMO (alpha / beta), hartree: -0.18031 / -0.18275

The geometry in XYZ format:
```
10
Properties=species:S:1:pos:R:3:forces:R:3
O -2.6650 2.3646 -0.6929 0.4521 4.5931 0.4470
C -3.0682 1.3242 -0.9165 -0.4197 -5.3223 -0.2144
C -3.6799 0.0032 -1.1363 -0.5330 1.2851 -0.5264
H -3.8435 -0.3784 -0.1252 1.1627 -0.8243 -0.0778
H -4.6643 -0.2387 -1.5275 -1.3433 1.2065 -0.4594
H -3.1094 -0.4017 -1.9775 0.7624 -1.0050 0.8815
O 0.0308 -1.3782 0.5919 -0.6636 -2.2214 -0.1142
C -0.2884 -1.9526 -0.3381 0.0972 0.0152 0.1546
Li -0.3770 -0.7231 2.5674 0.1751 0.2426 -0.2621
Hg 0.5624 1.0315 0.4897 0.3102 2.0306 0.1711
```
Positions in Å, forces in eV/Å.

These are the Löwdin partial charges, in e, on atoms 1 to 8: 0.0947, -0.2411, -0.0997, 0.0864, 0.0627, 0.0875, -0.3621, 0.0719

(10)
DFT (ωB97M-V with the def2-TZVPD basis set) results for a structure of composition C3H3HgMgO3 at a distorted geometry.

Results
Gap between HOMO and LUMO (alpha / beta), eV: 5.84 / 6.17
Total charge: +1
HOMO (alpha / beta), hartree: -0.418 / -0.470
Spin multiplicity: 3
DFT total energy, eV: -18911.2324
E_LUMO (alpha / beta), hartree: -0.20375 / -0.24308

The geometry in XYZ format:
```
11
Properties=species:S:1:pos:R:3:forces:R:3
O -1.3626 2.3785 0.3366 -2.4654 0.6780 -2.7735
C -0.6378 2.1670 1.3090 4.2696 -2.5844 1.5542
C 0.6912 1.5075 1.1100 -1.8302 3.3481 1.0744
H -0.9330 2.3753 2.3373 -0.3752 0.0717 -0.0849
H 1.2399 1.4392 2.0424 0.1126 -0.7691 -0.1384
H 1.2545 2.0533 0.3581 0.0877 -0.6475 -0.4242
Mg -1.4575 1.2870 -1.2594 1.0061 -0.8776 1.0787
O 0.7285 -0.2009 0.3110 0.8822 0.1354 0.5125
C -0.0482 -0.6070 -0.5917 -2.3328 -1.3339 -0.8417
O -0.2127 -1.8279 -0.8571 0.8525 2.2799 0.0502
Hg 2.0668 -2.3447 0.2294 -0.2072 -0.3007 -0.0072
```
Positions in Å, forces in eV/Å.

These are the Löwdin partial charges, in e, on atoms 1 to 8: -0.1767, -0.2802, 0.0368, 0.1331, 0.0977, 0.1007, 1.2277, -0.2706

(11)
DFT (ωB97M-V with the def2-TZVPD basis set) results for a structure of composition C3H3HgO3 at a distorted geometry.

Results
Gap between HOMO and LUMO (alpha / beta), eV: 7.61 / 6.53
Total charge: +1
HOMO (alpha / beta), hartree: -0.460 / -0.556
Spin multiplicity: 3
DFT total energy, eV: -13464.2200
E_LUMO (alpha / beta), hartree: -0.18022 / -0.31578

The geometry in XYZ format:
```
10
Properties=species:S:1:pos:R:3:forces:R:3
C 1.1942 0.4425 -0.5895 1.8129 -0.8523 -1.9535
C 0.7319 -0.9384 -0.5501 -3.1672 1.3457 4.0147
O -0.3569 -1.0678 0.1565 2.9901 -1.1510 -2.7051
C -0.8439 0.6658 1.3353 0.1791 6.2585 -4.5895
O -0.0205 1.4893 0.9595 -1.6748 -3.6075 3.6118
H 2.0156 0.6632 0.0992 -0.1852 0.0578 -0.3733
H 1.3614 -1.7922 -0.8209 -0.5051 -0.2535 -0.3884
H 1.1703 0.9574 -1.5544 0.0118 0.0704 0.4160
O -2.0266 0.5204 1.3130 0.1646 -1.9322 1.6742
Hg -3.2254 -0.9402 -0.3484 0.3738 0.0641 0.2932
```
Positions in Å, forces in eV/Å.

These are the Löwdin partial charges, in e, on atoms 1 to 8: 0.0542, -0.1184, -0.1449, -0.3341, 0.1386, 0.1042, 0.1417, 0.0978

(12)
DFT (ωB97M-V with the def2-TZVPD basis set) results for a structure of composition C3H3HoLiO3 at a distorted geometry.

Results
Gap between HOMO and LUMO (alpha / beta), eV: 6.88 / 7.20
Total charge: +2
HOMO (alpha / beta), hartree: -0.572 / -0.626
Spin multiplicity: 6
DFT total energy, eV: -35284.6127
E_LUMO (alpha / beta), hartree: -0.31952 / -0.36143

The geometry in XYZ format:
```
11
Properties=species:S:1:pos:R:3:forces:R:3
C -2.5737 -0.1712 -0.6066 -0.1768 1.3756 -3.6894
C -2.2405 -1.5286 -0.1345 1.1434 -1.4233 0.3872
O -2.1172 -1.2277 -1.5101 1.0764 -0.7164 -3.1950
C -1.5678 1.3123 -1.3101 0.5831 -2.0660 4.6992
O -0.9084 1.1838 -2.3244 -0.7122 -1.9388 -1.6267
O -1.4780 2.0191 -0.3218 -0.3386 1.5568 -0.2802
Li -2.1588 1.7144 1.4205 0.2370 0.4794 -0.2300
H -3.6038 0.0286 -0.9212 -0.0599 -0.1887 0.8883
H -2.9393 -2.3666 -0.0748 -0.4296 0.7165 0.8498
H -1.2543 -1.7879 0.2621 -0.3903 0.4907 0.4902
Ho -0.7798 -1.2482 -3.4019 -0.9324 1.7141 1.7068
```
Positions in Å, forces in eV/Å.

These are the Löwdin partial charges, in e, on atoms 1 to 8: -0.0668, -0.0660, -0.4209, -0.5146, -0.0397, -0.0351, 0.8783, 0.1354